Here is 4 unconnected molecules or ions with the total composition C18H17F25NO3 from the OMol25 dataset. Energies are from the ωB97M-V functional and the def2-TZVPD basis.

Last column: Mulliken charge in e.
Cartesian coordinates (Å):
N 3.27 1.78 -1.49  -0.751
C 2.15 1.80 -2.29  0.338
C 1.03 0.59 -2.12  -0.578
C -0.34 1.35 -1.57  -0.564
F 0.09 2.31 -0.53  -0.333
H 3.25 0.94 -0.87  0.258
H 1.93 2.68 -3.07  0.292
H 0.88 0.05 -3.15  0.229
H 1.33 -0.20 -1.31  0.217
H -0.71 1.98 -2.49  0.093
C 3.17 6.23 -3.10  -0.659
C 2.21 5.66 -4.15  0.860
C 2.66 5.86 -5.60  0.101
F 2.77 7.16 -5.93  -0.232
F 1.75 5.32 -6.46  -0.281
F 0.97 6.16 -3.94  -0.287
F 2.11 4.31 -3.92  -0.513
O 2.83 7.52 -2.57  -0.397
C 3.28 8.63 -3.35  0.752
C 2.12 9.46 -3.91  0.212
F 1.30 8.72 -4.70  -0.211
F 2.57 10.49 -4.67  -0.260
F 4.12 8.20 -4.31  -0.270
F 4.03 9.39 -2.51  -0.303
H 3.11 5.56 -2.23  0.424
H 4.22 6.18 -3.41  0.336
H 3.62 5.37 -5.79  0.297
H 1.51 9.88 -3.10  0.233
C -4.31 -0.79 1.57  -0.796
C -3.82 -2.11 2.20  0.999
C -3.57 -2.04 3.71  0.059
F -2.61 -1.14 4.03  -0.201
F -3.13 -3.24 4.17  -0.234
F -2.72 -2.54 1.53  -0.259
F -4.78 -3.05 1.97  -0.360
O -3.31 0.01 0.94  -0.337
C -2.59 0.88 1.80  0.655
C -1.10 0.55 1.87  0.784
F -0.89 -0.72 2.32  -0.230
F -0.44 1.37 2.73  -0.278
F -3.18 0.90 3.02  -0.304
F -2.75 2.13 1.29  -0.283
H -4.99 -1.08 0.76  0.397
H -4.94 -0.21 2.26  0.309
H -4.48 -1.79 4.25  0.237
H -0.63 0.64 0.89  -0.166
C -1.39 -6.28 3.29  -0.612
C -0.25 -6.52 4.29  0.906
C 1.15 -6.28 3.73  0.074
F 1.44 -7.11 2.70  -0.216
F 2.09 -6.52 4.68  -0.286
F -0.37 -7.76 4.82  -0.294
F -0.44 -5.65 5.33  -0.317
O -1.92 -7.45 2.65  -0.416
C -1.21 -7.88 1.49  0.743
C -0.58 -9.27 1.67  0.197
F 0.30 -9.30 2.70  -0.211
F 0.11 -9.64 0.56  -0.257
F -0.31 -6.94 1.14  -0.264
F -2.13 -7.92 0.49  -0.292
H -2.23 -5.89 3.87  0.321
H -1.16 -5.49 2.57  0.403
H 1.28 -5.25 3.39  0.303
H -1.35 -10.03 1.86  0.225

Summary:
HOMO	-2.248	eV
M	770.29	g mol⁻¹
LUMO energy	2.24	eV
gap between HOMO and LUMO	4.48	eV
spin multiplicity	1
charge	-1